Here is the ion C5H6N with charge +1 from OMol25. Energies are from wB97M-V/def2-TZVPD.

Results
- energy above the lowest of the compared OMol25 structures with the same formula, charge and spin (kJ/mol) = 485.72
- total charge = +1
- gap between HOMO and LUMO (eV) = 11.8431
- LUMO (eV) = -3.6
- SMILES = C#C[N@H+]1C=CC1

XYZ file:
```
12
C5H6N | OMol25 | wB97M-V/def2-TZVPD
C -2.45 0.06 -0.40
C -1.37 -0.13 0.07
N -0.15 -0.06 0.66
C 0.78 -1.12 0.16
C 1.55 -0.31 -0.56
C 0.78 0.94 -0.05
H -3.43 0.22 -0.74
H -0.41 -0.12 1.68
H 0.71 -2.20 0.48
H 2.39 -0.27 -1.20
H 1.25 1.47 0.63
H 0.35 1.51 -0.73
```

=====

Here is a structure of composition C43H38GeN2O4PPd from OMol25. Energies are from wB97M-V/def2-TZVPD.

Results
- energy above the lowest of the compared OMol25 structures with the same formula, charge and spin (kJ/mol) = 68.17
- gap between HOMO and LUMO (spin up / spin down) (eV) = 6.0770 / 6.8900
- LUMO (spin up / spin down) (eV) = -1.4 / -1.3
- 2S+1 = 2

XYZ file:
```
90
C43H38GeN2O4PPd | OMol25 | wB97M-V/def2-TZVPD
Pd -0.75 -0.73 -0.01
C 0.96 2.82 0.79
C 0.37 3.60 -0.35
C 0.90 4.85 -0.67
C 0.38 5.61 -1.71
C -0.69 5.12 -2.44
C -1.24 3.89 -2.13
C -0.72 3.12 -1.09
P -1.49 1.52 -0.65
C -2.73 1.27 -1.97
C -4.08 1.38 -1.67
C -5.04 1.15 -2.64
C -4.65 0.83 -3.93
C -3.30 0.73 -4.23
C -2.32 0.94 -3.27
C -0.87 0.80 -3.63
C -2.44 1.95 0.85
C -2.67 3.26 1.23
C -3.21 3.55 2.47
C -3.47 2.52 3.37
C -3.25 1.21 3.00
C -2.80 0.88 1.71
C -2.77 -0.48 1.25
H 1.97 3.15 1.01
H 1.00 1.75 0.54
H 0.35 2.93 1.69
H 1.74 5.22 -0.10
H 0.80 6.58 -1.94
H -1.11 5.71 -3.26
H -2.09 3.53 -2.70
H -4.39 1.63 -0.66
H -6.09 1.23 -2.40
H -5.39 0.63 -4.69
H -3.00 0.46 -5.24
H -0.73 0.78 -4.71
H -0.50 -0.15 -3.22
H -0.26 1.61 -3.21
H -2.40 4.07 0.56
H -3.41 4.58 2.75
H -3.85 2.75 4.35
H -3.47 0.41 3.69
H -3.22 -0.67 0.28
H -2.94 -1.25 1.99
O -4.11 -5.37 -1.56
C -3.21 -5.86 -0.74
O -3.21 -7.01 -0.38
C -2.16 -4.92 -0.25
C -1.18 -5.29 0.66
N -0.46 -4.19 0.92
N -0.88 -3.13 0.23
C -1.91 -3.55 -0.50
C -2.50 -2.62 -1.53
O -3.56 -2.93 -2.08
O -1.80 -1.59 -1.76
H -3.95 -4.39 -1.77
H -0.99 -6.25 1.10
H 0.37 -4.11 1.50
C 1.03 0.29 2.83
Ge 1.29 -0.90 1.25
C 2.09 -2.59 1.92
C 2.08 -2.94 3.27
C 2.60 -4.15 3.69
C 3.15 -5.04 2.77
C 3.18 -4.70 1.42
C 2.65 -3.49 1.00
C 2.64 -0.13 -0.01
C 2.23 0.10 -1.30
C 3.09 0.65 -2.27
C 4.37 0.99 -1.92
C 4.83 0.79 -0.60
C 6.14 1.16 -0.21
C 6.58 0.96 1.06
C 5.73 0.36 2.02
C 4.46 0.00 1.67
C 3.97 0.21 0.36
H 1.88 0.97 2.97
H 0.90 -0.30 3.74
H 0.13 0.88 2.69
H 1.68 -2.25 4.00
H 2.58 -4.41 4.74
H 3.56 -5.98 3.10
H 3.62 -5.38 0.71
H 2.67 -3.23 -0.05
H 1.21 -0.16 -1.59
H 2.73 0.80 -3.28
H 5.04 1.42 -2.65
H 6.79 1.61 -0.95
H 7.58 1.25 1.35
H 6.09 0.20 3.03
H 3.81 -0.47 2.40
```

=====

Here is a structure of composition C32H50B2BrCrF4N4O4Si2 from OMol25. Energies are from wB97M-V/def2-TZVPD.

Results
- total charge = +1
- gap between HOMO and LUMO (spin up / spin down) (eV) = 7.9013 / 6.4021
- LUMO (spin up / spin down) (eV) = -3.8 / -5.6
- 2S+1 = 5

XYZ file:
```
100
C32H50B2BrCrF4N4O4Si2 | OMol25 | wB97M-V/def2-TZVPD
Cr -1.27 -0.93 1.00
C 1.42 -4.26 1.83
C 0.59 -3.02 1.83
N -0.41 -2.85 1.05
O -0.67 -3.79 0.13
B -2.15 -3.81 -0.23
F -2.39 -4.84 -1.06
F -2.86 -3.86 0.98
O -2.51 -2.49 -0.94
N -2.84 -1.54 -0.02
C -3.99 -1.55 0.55
C -5.17 -2.30 0.07
C -3.98 -0.83 1.86
N -2.78 -0.55 2.27
O -2.66 0.12 3.42
B -1.36 -0.14 4.19
F -1.32 -1.49 4.50
F -1.35 0.70 5.24
O -0.15 0.19 3.30
N 0.07 -0.85 2.44
C 0.77 -1.86 2.77
C 1.62 -1.95 3.99
C -5.20 -0.56 2.66
H 0.82 -5.08 2.22
H 2.32 -4.15 2.42
H 1.67 -4.52 0.80
H -4.88 -2.99 -0.72
H -5.91 -1.60 -0.32
H -5.62 -2.87 0.88
H 1.25 -2.75 4.63
H 1.57 -1.01 4.54
H 2.65 -2.17 3.71
H -5.42 -1.43 3.28
H -6.05 -0.37 2.01
H -5.03 0.28 3.32
C 3.80 -2.44 -0.41
C 3.37 -1.87 -1.76
C 2.29 -2.83 -2.31
C 4.58 -1.88 -2.72
Si 2.78 -0.08 -1.61
Br 0.40 -0.52 -0.82
C 2.35 0.84 -3.21
C 3.66 1.41 -3.79
C 1.72 -0.12 -4.24
C 1.34 1.99 -3.03
C 3.47 0.95 -0.17
C 3.11 0.38 1.21
C 5.00 0.98 -0.32
C 2.94 2.39 -0.21
H 4.08 -3.49 -0.55
H 2.99 -2.41 0.32
H 4.67 -1.93 0.01
H 2.76 -3.80 -2.50
H 1.85 -2.49 -3.24
H 1.48 -2.97 -1.60
H 5.00 -2.89 -2.74
H 5.37 -1.20 -2.40
H 4.30 -1.62 -3.74
H 4.40 0.64 -4.00
H 4.11 2.15 -3.13
H 3.43 1.92 -4.74
H 2.41 -0.91 -4.55
H 1.46 0.45 -5.13
H 0.80 -0.58 -3.86
H 1.75 2.81 -2.45
H 0.42 1.66 -2.56
H 1.09 2.38 -4.02
H 3.58 -0.59 1.40
H 2.03 0.27 1.33
H 3.46 1.07 1.97
H 5.45 -0.01 -0.23
H 5.42 1.61 0.48
H 5.32 1.41 -1.27
H 1.85 2.43 -0.18
H 3.29 2.93 -1.10
H 3.32 2.92 0.66
C -2.13 3.21 -3.55
C -1.56 4.01 -2.57
C -1.34 3.51 -1.30
C -1.70 2.19 -0.99
C -2.27 1.39 -1.98
C -2.48 1.90 -3.26
Si -1.44 1.75 0.80
C -2.76 2.51 1.79
C -4.08 2.53 1.32
C -5.03 3.31 1.95
C -4.68 4.07 3.06
C -3.38 4.05 3.55
C -2.42 3.26 2.93
H -2.30 3.61 -4.54
H -1.28 5.03 -2.80
H -0.90 4.15 -0.54
H -2.54 0.36 -1.77
H -2.92 1.27 -4.02
H -0.10 2.20 1.22
H -4.35 1.95 0.44
H -6.05 3.32 1.59
H -5.42 4.70 3.54
H -3.11 4.64 4.41
H -1.41 3.22 3.32
```

=====

Here is a structure of composition C31H32As2CrNO7P2S4 from OMol25. Energies are from wB97M-V/def2-TZVPD.

Results
- energy above the lowest of the compared OMol25 structures with the same formula, charge and spin (kJ/mol) = 0.00
- gap between HOMO and LUMO (spin up / spin down) (eV) = 6.3208 / 6.5420
- LUMO (spin up / spin down) (eV) = -0.2 / -0.2
- 2S+1 = 4

XYZ file:
```
80
C31H32As2CrNO7P2S4 | OMol25 | wB97M-V/def2-TZVPD
Cr 1.16 -0.74 -0.37
N 5.40 -2.17 -1.04
C 4.16 -2.77 -0.41
C 4.34 -4.24 -0.07
P 2.76 -2.44 -1.53
O 3.21 -3.27 -2.83
O 2.78 -0.95 -1.77
O 1.45 -2.88 -0.95
P 3.86 -1.62 1.07
O 4.19 -2.51 2.35
O 4.94 -0.61 0.86
O 2.39 -1.32 1.14
H 6.21 -2.77 -0.90
H 5.51 -1.27 -0.46
H 5.30 -1.97 -2.03
H 4.54 -4.83 -0.97
H 3.43 -4.62 0.39
H 5.15 -4.38 0.64
H 2.47 -3.43 -3.44
H 3.39 -2.75 2.83
O -0.99 2.55 5.01
C -0.67 2.00 3.99
S -1.32 0.44 3.47
C -0.41 0.33 1.97
C 0.43 1.33 1.70
S 1.33 1.49 0.20
S 0.55 2.63 2.86
S -0.74 -1.00 0.90
C -1.91 0.54 -2.88
C -2.53 1.78 -2.24
As -2.35 2.02 -0.28
C -4.04 1.21 0.27
C -4.91 1.85 1.14
C -6.06 1.22 1.59
C -6.36 -0.07 1.18
C -5.49 -0.73 0.32
C -4.34 -0.10 -0.13
C -2.92 3.89 -0.30
C -4.09 4.34 -0.91
C -4.41 5.69 -0.92
C -3.56 6.61 -0.32
C -2.40 6.17 0.30
C -2.08 4.82 0.30
As -0.06 -0.02 -2.52
C 1.01 1.39 -3.31
C 2.08 1.10 -4.16
C 2.88 2.12 -4.65
C 2.63 3.44 -4.29
C 1.59 3.73 -3.42
C 0.79 2.71 -2.93
C -0.03 -1.39 -3.90
C -0.20 -2.73 -3.53
C -0.22 -3.73 -4.50
C -0.06 -3.40 -5.84
C 0.08 -2.07 -6.21
C 0.09 -1.07 -5.25
H -1.92 0.65 -3.97
H -2.49 -0.36 -2.66
H -3.60 1.79 -2.49
H -2.10 2.67 -2.68
H -4.69 2.86 1.48
H -6.72 1.74 2.28
H -7.25 -0.56 1.53
H -5.70 -1.74 0.00
H -3.65 -0.64 -0.76
H -4.77 3.63 -1.37
H -5.32 6.03 -1.40
H -3.81 7.66 -0.32
H -1.73 6.88 0.78
H -1.17 4.48 0.79
H 2.29 0.07 -4.43
H 3.70 1.88 -5.31
H 3.26 4.23 -4.67
H 1.41 4.75 -3.11
H 0.02 2.95 -2.21
H -0.33 -2.99 -2.49
H -0.36 -4.76 -4.20
H -0.07 -4.18 -6.59
H 0.18 -1.81 -7.26
H 0.21 -0.04 -5.56
```

=====

Here is a cluster of 2 separate species, C2H5PS in total from OMol25. Energies are from wB97M-V/def2-TZVPD.

Results
- energy above the lowest of the compared OMol25 structures with the same formula, charge and spin (kJ/mol) = 368.97
- gap between HOMO and LUMO (spin up / spin down) (eV) = 8.1139 / 7.0266
- LUMO (spin up / spin down) (eV) = -0.7 / -1.3

XYZ file:
```
9
C2H5PS | OMol25 | wB97M-V/def2-TZVPD
C 1.72 -0.50 -0.28
C -1.67 0.47 0.83
P 1.71 -0.49 -1.86
S -0.31 1.32 -0.09
H 1.55 -0.21 0.73
H -2.64 1.12 0.63
H -1.28 0.33 1.83
H -1.88 -0.46 0.31
H 2.79 -1.58 -2.09
```

=====

Here is a structure of composition C13H28N2O3 from OMol25. Energies are from wB97M-V/def2-TZVPD.

Results
- energy above the lowest of the compared OMol25 structures with the same formula, charge and spin (kJ/mol) = 1408.84
- gap between HOMO and LUMO (eV) = 9.2491
- LUMO (eV) = 0.7

XYZ file:
```
46
C13H28N2O3 | OMol25 | wB97M-V/def2-TZVPD
C 4.06 1.93 0.03
C 4.14 2.31 1.38
C 2.88 2.01 2.16
C 2.50 0.69 2.31
C 1.42 0.49 1.21
C 1.36 -1.12 1.35
O 0.67 -1.79 2.20
N 2.23 -1.75 0.22
H 2.89 -1.18 -0.28
N 2.32 -3.10 0.19
H 2.26 -3.71 1.19
H 1.84 -3.60 -0.46
H 1.64 0.90 0.27
C 0.06 0.76 1.85
C -0.87 1.05 0.57
C -1.30 -0.28 0.16
O -2.39 0.11 -0.92
C -2.75 -1.13 -1.55
C -3.88 -0.91 -2.71
C -4.22 -2.02 -3.39
H -4.47 -2.78 -2.97
H -4.93 -1.76 -4.01
H -3.33 -2.41 -4.03
C -5.08 -0.35 -1.65
H -5.68 -0.08 -2.73
H -5.55 -1.15 -1.29
H -4.84 0.69 -1.18
H -3.45 -0.13 -3.26
H -3.09 -1.89 -0.79
H -1.96 -1.61 -2.14
H -1.63 -1.13 0.72
H -0.34 -0.71 -0.57
O -0.41 1.85 -0.28
H -0.97 2.00 -1.06
H -1.85 1.52 1.09
H 0.21 1.63 2.29
H -0.30 0.19 2.41
H 3.29 -0.02 2.43
H 2.19 0.42 3.39
H 2.28 2.62 1.94
H 3.00 2.57 3.36
H 5.11 1.69 2.18
H 4.61 3.45 1.59
H 3.28 2.59 -0.42
H 4.16 0.85 -0.15
H 4.89 2.28 -0.65
```

=====

Here is a cluster of 2 separate species, CHNO4S in total from OMol25. Energies are from wB97M-V/def2-TZVPD.

Results
- energy above the lowest of the compared OMol25 structures with the same formula, charge and spin (kJ/mol) = 269.32
- gap between HOMO and LUMO (eV) = 10.0360
- LUMO (eV) = -0.7
- SMILES = C#[N+][O-].O=S(=O)=O

XYZ file:
```
8
CHNO4S | OMol25 | wB97M-V/def2-TZVPD
C -0.51 0.54 -0.06
N -1.02 1.59 -0.03
O -1.28 2.70 0.14
H -0.72 -0.42 -0.44
O 2.56 1.68 -0.78
S 2.49 0.49 -0.01
O 2.33 -0.70 -0.70
O 2.58 0.45 1.40
```

=====

Here is a structure of composition C36H39Cl3N5O4SSeW from OMol25. Energies are from wB97M-V/def2-TZVPD.

Results
- energy above the lowest of the compared OMol25 structures with the same formula, charge and spin (kJ/mol) = 70.85
- total charge = +3
- gap between HOMO and LUMO (spin up / spin down) (eV) = 4.5594 / 4.3327
- LUMO (spin up / spin down) (eV) = -10.5 / -10.7

XYZ file:
```
90
C36H39Cl3N5O4SSeW | OMol25 | wB97M-V/def2-TZVPD
W -0.14 0.05 -0.94
C -0.54 -3.29 0.02
C 0.16 -2.26 -0.84
C -0.28 -2.03 -2.18
C -1.46 -2.78 -2.72
C 0.46 -1.17 -3.04
C 0.18 -1.15 -4.51
C 1.50 -0.35 -2.49
C 2.14 0.74 -3.30
C 2.09 -0.78 -1.25
C 3.40 -0.16 -0.83
C 1.48 -1.79 -0.48
C 2.15 -2.32 0.74
H -1.60 -3.35 -0.21
H -0.43 -3.08 1.08
H -0.10 -4.27 -0.17
H -1.15 -3.81 -2.93
H -1.84 -2.36 -3.65
H -2.28 -2.83 -2.01
H 0.94 -0.60 -5.06
H -0.80 -0.73 -4.78
H 0.18 -2.18 -4.86
H 2.97 0.34 -3.88
H 2.52 1.53 -2.66
H 1.42 1.18 -3.99
H 3.99 0.10 -1.71
H 3.99 -0.84 -0.23
H 3.26 0.76 -0.26
H 2.81 -3.13 0.42
H 1.45 -2.73 1.46
H 2.77 -1.59 1.25
Cl 0.25 -5.36 6.59
C 1.05 -3.95 6.01
C 1.68 -3.96 4.78
C 2.30 -2.81 4.32
C 2.32 -1.65 5.07
C 2.97 -0.38 4.54
C 1.94 0.71 4.24
N 1.01 0.29 3.19
C -0.14 -0.44 3.36
C -0.64 -0.67 2.12
N 0.21 -0.09 1.19
C 1.20 0.48 1.89
O 3.65 -0.60 3.31
C 5.03 -0.98 3.49
C 5.65 -1.16 2.14
C 5.67 -2.34 1.44
Cl 5.01 -3.84 1.93
S 6.54 -2.22 -0.03
C 6.87 -0.56 0.25
C 6.35 -0.14 1.44
C 1.72 -1.68 6.33
Cl 1.79 -0.28 7.37
C 1.07 -2.81 6.80
H 1.69 -4.88 4.20
H 2.82 -2.83 3.38
H 3.65 0.02 5.29
H 2.46 1.60 3.88
H 1.37 0.97 5.13
H -0.51 -0.72 4.33
H -1.55 -1.16 1.83
H 2.04 1.02 1.49
H 5.08 -1.91 4.07
H 5.55 -0.20 4.04
H 7.48 -0.01 -0.45
H 6.50 0.86 1.82
H 0.62 -2.81 7.79
O 0.54 2.04 -0.58
N -0.55 2.41 0.04
O -0.73 3.46 0.50
O -1.41 1.44 0.03
C -1.51 3.81 -3.06
N -2.67 3.30 -2.34
C -2.96 2.02 -2.07
Se -1.97 0.50 -2.63
N -4.14 1.96 -1.44
C -4.66 3.24 -1.30
C -5.84 3.71 -0.73
C -6.03 5.08 -0.78
C -5.08 5.94 -1.37
C -3.91 5.48 -1.92
C -3.72 4.10 -1.87
H -0.69 3.10 -2.97
H -1.22 4.76 -2.62
H -1.76 3.95 -4.11
H -4.58 1.11 -1.14
H -6.57 3.05 -0.29
H -6.93 5.50 -0.36
H -5.29 7.00 -1.38
H -3.20 6.15 -2.38
```

=====

Here is a structure of composition C15H41BrNOPTa from OMol25. Energies are from wB97M-V/def2-TZVPD.

Results
- total charge = -1
- gap between HOMO and LUMO (eV) = 6.2971
- LUMO (eV) = 2.6

XYZ file:
```
61
C15H41BrNOPTa | OMol25 | wB97M-V/def2-TZVPD
N -4.16 1.45 0.36
P -3.39 1.14 -1.22
O -3.43 2.66 -2.12
Ta -0.89 0.52 -1.01
C -0.93 0.60 1.35
C 0.31 1.59 1.76
C 0.08 2.45 3.14
Br -1.66 3.44 3.24
H -5.04 1.98 0.15
H -4.49 0.54 0.79
H -3.59 2.43 -3.10
H -1.20 -1.30 -0.97
H -0.78 0.48 -2.86
H -0.48 2.35 -1.07
H 0.96 0.20 -0.84
H -1.98 0.92 1.77
H -0.77 -0.52 1.70
H 1.25 0.88 1.95
H 0.57 2.28 0.85
H 0.94 3.29 3.15
H 0.31 1.79 4.10
C -3.05 -1.93 3.76
C -1.84 -1.42 4.54
C -0.65 -2.38 4.51
C -0.90 -3.75 5.15
C -1.35 -3.72 6.61
C -0.31 -3.11 7.54
H -3.43 -2.86 4.18
H -3.85 -1.19 3.79
H -2.78 -2.10 2.72
H -2.14 -1.21 5.58
H -1.53 -0.46 4.11
H 0.20 -1.90 5.00
H -0.35 -2.54 3.47
H 0.02 -4.35 5.07
H -1.66 -4.30 4.56
H -1.55 -4.75 6.94
H -2.29 -3.18 6.71
H 0.63 -3.67 7.49
H -0.66 -3.14 8.57
H -0.10 -2.07 7.29
C 0.39 1.35 -6.32
C 1.46 0.37 -5.89
C 2.43 0.95 -4.85
C 3.25 2.16 -5.34
C 4.11 1.90 -6.58
C 5.17 0.83 -6.37
H 0.82 2.23 -6.82
H -0.29 0.87 -7.03
H -0.20 1.69 -5.47
H 2.01 0.00 -6.76
H 0.98 -0.51 -5.44
H 3.11 0.16 -4.52
H 1.86 1.26 -3.97
H 3.91 2.48 -4.52
H 2.58 3.00 -5.54
H 4.60 2.84 -6.86
H 3.47 1.63 -7.43
H 5.85 1.11 -5.56
H 5.77 0.71 -7.28
H 4.73 -0.14 -6.14
```

=====

Looking at E_tot for the records above, in order, we have -6760.1433; -125663.1667; -174589.8341; -260514.2220; -22274.0800; -23043.3447; -21563.8461; -169153.8654; -100635.0937 eV.
Looking at max |F| for the records above, in order, we have 0.100; 0.040; 0.023; 0.009; 0.049; 0.325; 0.065; 0.013; 0.059 Eh/bohr.